Record 1
Molecular formula: C41H41CsN8O3S2
Method: DFT, ωB97M-V/def2-TZVPD

The geometry in ORCA input format:
```
! RIJCOSX wB97M-V def2-TZVPD def2/J DEFGRID3
* xyz -2 1
Cs -1.46239 -1.33340 0.77774
C -4.29432 1.44535 -0.58786
C -4.01128 0.83880 0.76086
N -3.08871 1.39719 1.45408
N -2.82101 0.77493 2.67671
C -1.64498 1.01643 3.16275
S -0.91415 0.09686 4.40055
S -0.49279 2.20246 2.40384
C -1.47095 3.71364 2.14904
C -0.93447 4.88135 2.93994
C -0.47724 4.72821 4.24768
C 0.00173 5.81826 4.95918
C 0.04327 7.07969 4.37747
C -0.41025 7.24340 3.07648
C -0.89596 6.15128 2.36905
C -4.88124 -0.30154 1.14813
C -5.77176 -0.19746 2.20798
C -6.68478 -1.20563 2.48441
C -6.68278 -2.34320 1.67397
C -5.78626 -2.48470 0.63491
C -4.81565 -1.48371 0.34665
O -3.88667 -1.62673 -0.52802
H -3.55139 2.20782 -0.82451
H -4.29067 0.65730 -1.34290
H -5.28919 1.90055 -0.58499
H -1.47550 3.95447 1.08416
H -2.49900 3.49000 2.42214
H -0.48085 3.73856 4.69064
H 0.35296 5.67894 5.97456
H 0.42949 7.92595 4.93268
H -0.38071 8.22118 2.60997
H -1.24862 6.28207 1.35122
H -5.73772 0.69129 2.82881
H -7.37171 -1.11671 3.31688
H -7.39044 -3.14293 1.87412
H -5.76998 -3.38494 0.03049
O 5.10105 -6.17400 0.30142
C 5.86504 -5.07427 0.20440
O 7.06358 -5.17844 0.31526
C 5.18058 -3.76049 0.01025
C 5.95640 -2.60552 0.10420
C 5.37930 -1.36002 -0.04933
C 4.01001 -1.24931 -0.30995
C 3.23703 -2.39690 -0.42982
C 3.82191 -3.64027 -0.25896
N 3.41469 0.00977 -0.51706
C 3.36475 0.82554 0.44369
C 2.80097 2.19013 0.31250
C 2.81585 3.02433 1.42207
C 2.27184 4.29497 1.31587
C 1.73582 4.67773 0.10105
C 1.76340 3.76941 -0.95308
N 2.28667 2.55650 -0.86467
H 4.14716 -5.98240 0.26435
H 7.01458 -2.70810 0.30449
H 5.97809 -0.45933 0.01366
H 2.16840 -2.35933 -0.61452
H 3.16594 -4.49754 -0.35116
H 3.73715 0.56316 1.44139
H 3.20813 2.66383 2.36412
H 2.23080 4.95843 2.17063
H 1.27830 5.64983 -0.02571
H 1.33128 4.03127 -1.91453
C -1.69439 -1.09887 -2.91984
N -0.62182 -0.48576 -2.13230
C -0.68745 0.96463 -2.28402
N -0.54685 1.37355 -3.69223
C -1.61483 0.71578 -4.45179
N -1.57829 -0.74407 -4.34581
C -0.26520 -1.19564 -4.81446
N 0.84170 -0.60273 -4.06358
C 0.66754 -0.95405 -2.64331
C 0.74037 0.85433 -4.17290
H -2.66185 -0.78079 -2.52706
H -1.63235 -2.18337 -2.81007
H 0.11703 1.41542 -1.70116
H -1.64867 1.31864 -1.90419
H -1.51846 0.99439 -5.50612
H -2.57937 1.06933 -4.07952
H -0.15797 -0.92877 -5.87095
H -0.21371 -2.28226 -4.71757
H 1.47162 -0.48648 -2.07123
H 0.72058 -2.03821 -2.51803
H 0.86273 1.13889 -5.22290
H 1.54105 1.30505 -3.58224
C 2.12756 -6.67729 -0.10016
C 1.70033 -6.23655 -1.35036
C 0.93737 -5.07235 -1.45443
C 0.54128 -4.27309 -0.36102
C 0.98410 -4.78748 0.87699
C 1.75363 -5.94210 1.02279
H 2.71386 -7.58533 -0.00124
H 1.97990 -6.79557 -2.24044
H 0.65905 -4.76443 -2.46468
H 0.74881 -4.24682 1.79512
H 2.06994 -6.27205 2.00933
*
```

## Properties
Largest force on an atom ... 0.71 eV Å⁻¹
Kohn-Sham gap ... 0.20543 Ha
Electronic energy ... -83464.471 eV
Energy above the lowest of the compared OMol25 structures with the same formula, charge and spin ... 0.28 kcal per mole

Here are the Löwdin charges for atoms 1 to 8, given in e:
1 Cs 0.983
2 C -0.034
3 C -0.360
4 N -0.021
5 N -0.134
6 C -1.298
7 S 0.347
8 S 0.793


Record 2
Molecular formula: C6H11N
Method: DFT, ωB97M-V/def2-TZVPD

The geometry in ORCA input format:
```
! RIJCOSX wB97M-V def2-TZVPD def2/J DEFGRID3
* xyz 0 1
C 1.23535 0.47405 -1.67400
C 0.42006 0.07965 -0.52682
C -0.01182 -1.38870 -0.16322
C -0.87930 -1.02517 1.01778
C -0.75364 0.48230 1.05651
C -0.89956 0.87158 -0.35062
H 2.41856 0.41774 -1.51280
H 1.10060 -0.20646 -2.64218
H 1.03948 1.67297 -1.80956
H 0.77962 -2.03410 0.30883
H -0.35847 -1.93852 -1.00713
H -1.82764 -1.56632 0.86426
H -0.29934 -1.65602 1.84367
H -1.33325 1.16103 1.69059
H -0.69502 1.94370 -0.65561
H -1.85144 0.67845 -0.89059
H 1.28373 0.04445 1.59097
N 0.72523 0.64582 0.86597
*
```

## Properties
Largest force on an atom ... 4.37 eV Å⁻¹
Kohn-Sham gap ... 0.37588 Ha
Electronic energy ... -7887.535 eV
Energy above the lowest of the compared OMol25 structures with the same formula, charge and spin ... 69.11 kcal per mole

Here are the natural (NBO) charges for atoms 1 to 8, given in e:
1 C -0.628
2 C 0.101
3 C -0.414
4 C -0.422
5 C -0.096
6 C -0.408
7 H 0.225
8 H 0.231


Record 3
Molecular formula: C36H31CoF3IN3O2P
Method: DFT, ωB97M-V/def2-TZVPD

The geometry in ORCA input format:
```
! RIJCOSX wB97M-V def2-TZVPD def2/J DEFGRID3
* xyz 0 1
Co 0.08378 -0.28124 -0.24829
N 1.45243 0.51528 1.16516
N 0.82884 1.07904 2.28369
C -0.48862 1.50511 2.05523
O -1.04758 2.23338 2.85677
O -0.94397 1.01482 0.96019
H 2.04773 -0.25717 1.43342
H 2.00908 1.18622 0.63993
H 1.37078 1.61726 2.94123
C -0.56688 4.49645 -3.16201
C -1.62002 4.17059 -2.12963
C -2.61010 5.12187 -1.89416
C -3.62417 4.92113 -0.97186
C -3.67288 3.74366 -0.24545
C -2.70516 2.77779 -0.46176
C -1.67662 2.97518 -1.38994
P -0.59806 1.52798 -1.65159
C 1.04095 2.21910 -2.06979
C 1.50264 3.08639 -1.07508
C 2.77657 3.62739 -1.13411
C 3.60987 3.28839 -2.18950
C 3.16438 2.40752 -3.16258
C 1.88804 1.84994 -3.12172
C 1.47444 0.87876 -4.19553
C -1.42696 0.68652 -3.00709
C -2.02977 1.29754 -4.10426
C -2.52048 0.51822 -5.13695
C -2.36873 -0.86560 -5.07915
C -1.82129 -1.46429 -3.95604
C -1.42330 -0.69411 -2.85998
C -1.10365 -1.31568 -1.54524
H -0.94809 5.24456 -3.85696
H -0.25965 3.62247 -3.73337
H 0.32954 4.90133 -2.68883
H -2.58954 6.04285 -2.46571
H -4.37634 5.68614 -0.82339
H -4.45409 3.57287 0.48338
H -2.71262 1.86632 0.11647
H 0.84160 3.33920 -0.24920
H 3.11938 4.30338 -0.36055
H 4.60992 3.69909 -2.25301
H 3.82743 2.12978 -3.97503
H 2.33429 0.60294 -4.80478
H 0.71656 1.31127 -4.85309
H 1.05544 -0.02322 -3.74975
H -2.10778 2.37644 -4.15828
H -2.99441 0.98342 -5.99186
H -2.71616 -1.48082 -5.89996
H -1.74583 -2.54447 -3.90272
H -0.79740 -2.35499 -1.64524
H -1.97211 -1.25077 -0.88539
I -4.51153 -2.09914 3.07058
C -2.47415 -2.28071 2.67082
C -1.67706 -3.15185 3.39468
C -0.33472 -3.23814 3.06217
C 0.14392 -2.48359 2.00687
N -0.62991 -1.64652 1.31584
C -1.91213 -1.52553 1.65527
H -2.08699 -3.74498 4.20113
H 0.33123 -3.88439 3.61762
H 1.17772 -2.55157 1.68871
H -2.49608 -0.79360 1.11544
F 8.65748 -0.50561 -4.17917
C 7.48608 -0.58116 -4.83394
F 7.39577 0.53684 -5.58736
F 7.57855 -1.61007 -5.69492
C 6.31820 -0.71794 -3.90569
C 5.13699 -1.28066 -4.37184
C 4.03602 -1.35180 -3.53702
C 4.08937 -0.82784 -2.23922
C 5.29283 -0.29109 -1.77944
C 6.40097 -0.23459 -2.60795
C 2.88468 -0.77235 -1.46090
C 1.81499 -0.68788 -0.89492
H 5.08389 -1.66323 -5.38296
H 3.10963 -1.79064 -3.88244
H 5.35034 0.10181 -0.77272
H 7.33555 0.18041 -2.25504
*
```

## Properties
Largest force on an atom ... 2.26 eV Å⁻¹
Kohn-Sham gap (spin up / spin down) ... 0.30121 / 0.30069 Ha
Electronic energy ... -109567.658 eV
Energy above the lowest of the compared OMol25 structures with the same formula, charge and spin ... 0.00 kcal per mole

Here are the Löwdin charges for atoms 1 to 8, given in e:
1 Co 0.317
2 N -0.011
3 N 0.029
4 C -0.709
5 O 0.045
6 O -0.204
7 H 0.090
8 H 0.090


Record 4
Molecular formula: C5H13N2O
Method: DFT, ωB97M-V/def2-TZVPD

The geometry in ORCA input format:
```
! RIJCOSX wB97M-V def2-TZVPD def2/J DEFGRID3
* xyz 1 1
C -0.36576 -3.34999 -0.20562
C -0.78645 -1.90807 -0.31682
C -0.48370 -1.16266 -1.41342
O -1.04456 0.14767 -1.67151
H -1.23246 -3.94452 0.12506
H -0.09111 -3.71753 -1.20068
H 0.47129 -3.54334 0.48453
H -1.24786 -1.45588 0.57748
H 0.07956 -1.61747 -2.25961
H -1.19194 0.22775 -2.64571
C 0.52459 2.31934 1.23339
C 0.85226 1.14045 0.68547
N 1.34555 -0.05544 1.24419
N 0.09196 3.32814 0.27188
H 0.42414 2.63360 2.28609
H 0.72880 1.05286 -0.38034
H 0.85436 -0.82347 0.80267
H 1.18797 -0.08968 2.25641
H 0.79856 4.06005 0.10338
H -0.73706 3.82689 0.64672
H -0.17813 2.93131 -0.62357
*
```

## Properties
Largest force on an atom ... 2.29 eV Å⁻¹
Kohn-Sham gap ... 0.32718 Ha
Electronic energy ... -10415.340 eV
Energy above the lowest of the compared OMol25 structures with the same formula, charge and spin ... 65.85 kcal per mole

Here are the natural (NBO) charges for atoms 1 to 8, given in e:
1 C -0.643
2 C -0.265
3 C 0.089
4 O -0.747
5 H 0.238
6 H 0.223
7 H 0.224
8 H 0.211